Entry 1:
8
Properties=species:S:1:pos:R:3:nbo_charge:R:1 method="wB97M-V/def2-TZVPD" molar_mass_g_mol=86.0 fmax_ha_per_bohr=0.0756 orbital_gap_ev=10.17 multiplicity=1 e_tot_ha=-341.08458 e_homo_ev=-9.877 relative_energy_kj_mol=399.7
C 1.44 0.13 -0.33 0.161
C -0.94 -0.15 0.44 0.656
C 2.96 -0.23 -0.30 0.332
O 0.41 -0.56 0.28 -0.540
O 2.49 0.57 0.56 -0.411
O -1.42 0.85 -0.02 -0.530
H 1.29 1.00 -0.92 0.184
H -1.56 -0.80 0.97 0.147



Entry 2:
9
Properties=species:S:1:pos:R:3:nbo_charge:R:1 method="wB97M-V/def2-TZVPD" molar_mass_g_mol=118.1 charge=-2 fmax_ha_per_bohr=0.0623 orbital_gap_ev=5.51 smiles="O=C([O-])CC([O-])=S" multiplicity=1 e_tot_ha=-739.41638 e_homo_ev=0.577 relative_energy_kj_mol=0.0
C 1.51 -1.12 0.37 0.858
C -1.42 -1.06 -0.07 0.367
C -0.16 -0.29 0.09 -0.677
O 1.76 -1.31 1.56 -0.786
O 2.14 -1.29 -0.66 -0.787
O -1.52 -2.05 -0.80 -0.692
S -2.79 -0.39 0.74 -0.678
H -0.24 0.46 0.89 0.197
H 0.08 0.20 -0.86 0.197



Entry 3:
9
Properties=species:S:1:pos:R:3:nbo_charge:R:1 method="wB97M-V/def2-TZVPD" molar_mass_g_mol=118.1 fmax_ha_per_bohr=0.0523 orbital_gap_ev=7.54 smiles="O=CC(=S)C(=O)O" multiplicity=1 e_tot_ha=-739.37689 e_homo_ev=-9.953 relative_energy_kj_mol=195.4
C 0.37 1.28 -0.07 0.725
C 0.67 -0.21 0.08 -0.347
C -0.48 -1.31 -0.06 0.407
H -1.54 0.76 0.22 0.524
H 0.03 -2.24 -0.05 0.144
O -0.92 1.57 0.12 -0.677
O 1.30 2.00 -0.15 -0.511
O -1.67 -1.11 -0.11 -0.509
S 2.25 -0.73 0.02 0.244



Entry 4:
9
Properties=species:S:1:pos:R:3:nbo_charge:R:1 method="wB97M-V/def2-TZVPD" molar_mass_g_mol=102.0 fmax_ha_per_bohr=0.1145 orbital_gap_ev=8.98 smiles="O=C=CO.O=C=O" multiplicity=1 e_tot_ha=-416.43516 e_homo_ev=-8.812 relative_energy_kj_mol=130.4
C 1.14 1.61 0.39 0.661
C 3.83 -0.65 -0.18 1.028
C 0.08 0.84 0.37 -0.231
O 1.97 2.45 0.55 -0.450
O 4.63 -0.93 -0.92 -0.484
O 2.97 -0.33 0.54 -0.544
O -0.48 0.24 -0.82 -0.668
H -0.41 0.67 1.30 0.218
H -1.37 0.44 -0.68 0.470



Entry 5:
10
Properties=species:S:1:pos:R:3:nbo_charge:R:1 method="wB97M-V/def2-TZVPD" molar_mass_g_mol=220.8 charge=+2 fmax_ha_per_bohr=0.1130 orbital_gap_ev=7.18 multiplicity=1 e_tot_ha=-630.03018 e_homo_ev=-18.262 relative_energy_kj_mol=0.0
O 0.00 5.26 -1.85 -0.460
C 0.01 4.21 -2.31 0.463
Sn 0.11 -0.15 0.15 1.504
C 1.80 -1.71 -0.52 0.433
C -1.63 -1.77 -0.28 0.434
O 2.57 -1.94 -1.35 -0.241
O -2.60 -2.03 -0.84 -0.239
O 0.16 -0.61 2.49 -1.002
H 0.43 0.06 3.14 0.553
H 0.21 -1.42 3.02 0.555



Entry 6:
10
Properties=species:S:1:pos:R:3:nbo_charge:R:1 method="wB97M-V/def2-TZVPD" molar_mass_g_mol=118.0 fmax_ha_per_bohr=0.1194 orbital_gap_ev=11.79 smiles="O=C1OCOC(=O)O1" multiplicity=1 e_tot_ha=-491.65984 e_homo_ev=-11.559 relative_energy_kj_mol=195.4
C -0.80 -0.33 -0.97 0.988
C 1.50 -0.29 -0.31 0.212
C -0.04 0.40 1.17 0.967
H 1.57 -1.24 0.57 0.126
H 2.44 0.05 -0.57 0.205
O -1.64 -0.22 -1.84 -0.464
O 0.60 -0.71 -1.38 -0.510
O 1.10 0.71 0.57 -0.494
O -0.20 0.87 2.25 -0.524
O -0.86 -0.33 0.48 -0.508



Entry 7:
9
Properties=species:S:1:pos:R:3:nbo_charge:R:1 method="wB97M-V/def2-TZVPD" molar_mass_g_mol=150.2 fmax_ha_per_bohr=0.0569 orbital_gap_ev="5.85 / 7.84" multiplicity=1 e_tot_ha=-1385.17666 e_homo_ev="-7.228 / -8.635" relative_energy_kj_mol=367.2
C -0.03 0.92 0.11 -0.430
C -0.90 -0.09 0.53 -0.382
C -0.57 2.18 0.07 -0.040
O -3.00 -1.03 -1.49 -0.819
S -2.48 0.25 1.16 0.098
S -1.09 3.64 -0.24 0.215
S -3.45 -1.14 -0.12 0.851
H 1.06 0.97 0.15 0.273
H -0.91 -1.22 0.33 0.234



Entry 8:
6
Properties=species:S:1:pos:R:3:nbo_charge:R:1 method="wB97M-V/def2-TZVPD" molar_mass_g_mol=70.1 fmax_ha_per_bohr=0.0745 orbital_gap_ev=8.19 multiplicity=1 e_tot_ha=-513.50337 e_homo_ev=-9.440 relative_energy_kj_mol=255.5
C -0.66 -0.45 -0.05 -0.559
C -1.11 -1.66 -0.01 0.237
C 0.61 0.35 0.01 -0.365
S -1.12 1.31 0.01 0.219
H 1.20 0.17 0.93 0.245
H 1.08 0.28 -0.89 0.223



Entry 9:
51
Properties=species:S:1:pos:R:3:nbo_charge:R:1 method="wB97M-V/def2-TZVPD" molar_mass_g_mol=320.3 fmax_ha_per_bohr=0.1983 orbital_gap_ev=10.01 multiplicity=1 e_tot_ha=-1296.19265 e_homo_ev=-10.213 relative_energy_kj_mol=682.5
O -0.42 -1.06 3.28 -0.638
C -0.66 -1.43 2.14 0.644
N -1.52 -2.49 2.08 -0.800
C -0.09 -0.69 0.96 -0.369
N 0.17 0.77 1.26 -0.677
C -0.23 1.71 0.18 0.056
O -1.66 2.25 0.16 -0.798
H -1.82 -2.97 2.92 0.413
H -1.80 -2.94 1.23 0.402
H -0.87 -0.56 0.00 0.237
H 0.89 -1.01 0.54 0.253
H -0.29 1.05 2.04 0.397
H -0.05 1.30 -0.77 0.212
H 0.29 2.64 0.22 0.171
H -1.85 2.70 1.04 0.495
H -0.52 -4.49 -2.21 0.502
H -2.07 -3.62 -2.33 0.496
O -1.27 -4.02 -1.78 -1.008
H -3.48 1.88 -1.99 0.465
H -2.55 0.87 -2.33 0.436
O -3.25 1.28 -2.74 -0.901
H 0.69 -3.68 -3.17 0.475
H 1.77 -3.70 -1.95 0.490
O 1.39 -4.20 -2.73 -0.953
H 3.14 -0.59 2.32 0.496
H 1.71 -0.72 1.95 0.476
O 2.58 -1.21 1.89 -0.966
H -1.76 1.34 3.71 0.458
H -1.33 2.39 4.36 0.466
O -1.43 2.10 3.52 -0.915
H 0.02 -0.29 -2.91 0.473
H -1.42 -0.26 -2.54 0.461
O -0.52 -0.05 -2.31 -0.924
H -3.54 0.48 -0.20 0.470
H -5.06 0.98 -0.45 0.472
O -4.45 0.17 -0.06 -0.944
H 1.78 -1.62 -3.78 0.478
H 2.55 -1.59 -2.22 0.521
O 1.88 -1.09 -2.97 -1.004
H 3.64 -1.04 0.04 0.490
H 4.34 -0.06 -0.68 0.454
O 4.25 -0.93 -0.73 -0.946
H 2.18 4.05 -0.31 0.475
H 2.60 2.88 0.51 0.459
O 2.48 3.83 0.62 -0.933
H -0.65 3.05 -2.09 0.473
H -0.01 2.51 -3.47 0.477
O -0.72 3.03 -3.03 -0.949
H 1.85 1.26 2.28 0.500
H 3.12 2.24 2.18 0.475
O 2.83 1.41 2.50 -0.994



Entry 10:
50
Properties=species:S:1:pos:R:3:nbo_charge:R:1 method="wB97M-V/def2-TZVPD" molar_mass_g_mol=293.3 charge=-1 fmax_ha_per_bohr=0.2916 orbital_gap_ev=7.49 multiplicity=1 e_tot_ha=-1186.52318 e_homo_ev=-5.170 relative_energy_kj_mol=2631.0
C -17.70 2.06 -25.84 -0.750
C -19.03 1.23 -25.65 -0.049
C -19.72 1.57 -24.32 -0.692
O -19.85 1.23 -26.82 -0.834
H -17.08 1.80 -26.70 0.228
H -17.02 1.91 -24.99 0.281
H -17.97 3.11 -25.89 0.209
H -18.87 0.17 -25.48 0.202
H -19.10 1.34 -23.45 0.241
H -20.60 0.92 -24.35 0.232
H -20.06 2.59 -24.18 0.210
O -19.83 4.27 -24.36 -0.945
H -20.75 4.00 -24.26 0.459
H -19.63 4.08 -25.28 0.452
O -15.12 0.63 -24.66 -0.940
H -14.74 1.33 -24.14 0.476
H -16.06 0.78 -24.62 0.464
O -19.92 3.75 -26.38 -0.927
H -20.65 3.97 -26.96 0.530
H -20.03 2.81 -26.21 0.590
O -17.97 4.14 -23.67 -0.973
H -18.44 4.92 -23.37 0.461
H -18.62 3.64 -24.15 0.475
O -19.57 -0.74 -27.03 -1.008
H -19.63 0.16 -26.71 0.442
H -18.98 -1.17 -26.42 0.469
O -18.20 4.59 -26.70 -0.970
H -19.13 4.43 -26.54 0.442
H -17.90 3.81 -27.17 0.484
O -18.35 2.63 -27.82 -0.968
H -18.61 1.94 -27.21 0.531
H -19.16 3.10 -28.02 0.458
O -16.59 4.77 -25.36 -0.958
H -17.29 4.50 -25.96 0.440
H -17.00 5.41 -24.78 0.482
O -15.89 2.77 -25.28 -0.956
H -15.45 2.48 -26.08 0.455
H -16.27 3.62 -25.51 0.455
O -16.72 0.09 -27.34 -0.942
H -17.30 0.70 -26.90 0.448
H -17.07 0.02 -28.23 0.474
O -21.33 -0.71 -24.78 -0.964
H -20.96 0.07 -25.20 0.466
H -21.73 -1.20 -25.49 0.469
O -20.35 0.74 -28.50 -1.024
H -19.81 1.34 -27.98 0.464
H -20.36 -0.07 -28.00 0.470
O -21.81 1.41 -25.91 -0.994
H -22.15 1.37 -26.80 0.478
H -20.87 1.52 -26.01 0.458



Entry 11:
57
Properties=species:S:1:pos:R:3:nbo_charge:R:1 method="wB97M-V/def2-TZVPD" molar_mass_g_mol=374.4 charge=+1 fmax_ha_per_bohr=0.0477 orbital_gap_ev=9.28 multiplicity=1 e_tot_ha=-1792.49349 e_homo_ev=-11.866
O -0.53 -2.73 -0.80 -0.620
C 0.17 -3.17 0.07 0.826
O 0.38 -4.46 0.28 -0.666
C 1.01 -2.28 0.97 -0.188
C 2.16 -2.92 1.71 -0.525
S 2.37 -2.16 3.40 -0.038
N 1.43 -1.07 0.20 -0.727
H -0.31 -5.04 -0.08 0.521
H 0.29 -1.85 1.67 0.275
H 2.01 -3.99 1.85 0.252
H 3.10 -2.76 1.22 0.242
H 3.60 -2.58 3.60 0.139
H 2.02 -0.34 0.64 0.481
H 1.87 -1.29 -0.71 0.445
H 0.54 -0.63 -0.14 0.484
H 2.83 -2.29 -2.62 0.488
H 3.07 -0.83 -3.14 0.499
O 3.09 -1.40 -2.37 -0.972
H -1.70 -2.73 3.00 0.484
H -2.74 -2.48 1.92 0.503
O -1.79 -2.52 2.06 -0.982
H 3.41 0.84 1.68 0.491
H 2.27 1.96 1.71 0.517
O 2.49 1.03 1.71 -0.970
H -2.15 -1.63 -0.71 0.507
H -3.23 -0.38 -0.54 0.508
O -2.67 -0.92 -1.09 -1.005
H -0.24 2.29 0.65 0.492
H -0.28 3.89 0.86 0.478
O -0.60 3.04 1.11 -0.994
H -3.69 -0.32 -4.02 0.472
H -2.86 -0.46 -2.84 0.500
O -3.39 0.25 -3.29 -0.983
H 0.57 1.78 -0.83 0.502
H -0.75 0.99 -1.09 0.534
O 0.09 0.98 -0.56 -1.018
H -2.51 1.80 1.57 0.480
H -2.31 2.78 2.72 0.485
O -2.78 1.98 2.47 -0.968
H 4.68 -2.23 -0.48 0.475
H 4.76 -0.75 -0.71 0.485
O 4.56 -1.39 -0.02 -0.955
H -1.82 1.57 -3.09 0.505
H -2.48 2.20 -1.91 0.511
O -1.60 1.97 -2.24 -0.989
H -4.11 2.12 -0.11 0.481
H -3.60 3.43 0.63 0.498
O -3.58 2.92 -0.18 -0.973
H 0.56 3.18 -2.52 0.495
H 1.50 2.98 -3.74 0.491
O 1.42 2.84 -2.79 -0.982
H -2.53 -0.26 1.97 0.491
H -3.97 -0.35 2.53 0.494
O -3.45 -0.40 1.74 -0.979
H 1.41 4.62 -0.29 0.481
H 2.24 3.45 -0.89 0.500
O 1.78 3.75 -0.10 -0.979



Entry 12:
54
Properties=species:S:1:pos:R:3:nbo_charge:R:1 method="wB97M-V/def2-TZVPD" molar_mass_g_mol=312.3 fmax_ha_per_bohr=0.1591 orbital_gap_ev=10.20 multiplicity=1 e_tot_ha=-1264.41182 e_homo_ev=-10.017 relative_energy_kj_mol=252.7
C 0.43 -1.39 -1.15 -0.627
C 0.57 0.14 -1.13 0.068
C -0.06 0.65 0.09 -0.662
O -0.17 0.63 -2.25 -0.798
H 0.86 -1.75 -2.14 0.185
H -0.63 -1.60 -1.35 0.226
H 0.75 -1.88 -0.24 0.233
H 1.71 0.39 -1.34 0.193
H -0.30 -0.08 0.90 0.194
H -1.02 1.16 -0.02 0.251
H 0.58 1.43 0.52 0.207
H -0.26 1.58 -2.28 0.518
H -1.68 -1.29 1.61 0.497
H -0.62 -2.02 2.34 0.514
O -1.51 -2.11 2.06 -0.941
H -1.90 2.08 1.99 0.462
H -0.65 2.02 2.61 0.480
O -1.31 2.63 2.27 -0.932
H -2.88 0.03 3.09 0.464
H -2.40 -1.34 3.45 0.487
O -2.39 -0.35 3.74 -0.970
H -2.42 -2.78 -1.15 0.512
H -3.37 -2.71 -2.45 0.494
O -2.97 -2.25 -1.69 -0.992
H 2.62 0.33 1.74 0.511
H 2.18 1.82 1.59 0.486
O 2.43 1.14 2.27 -0.997
H -3.93 -0.78 0.48 0.493
H -3.72 0.73 0.48 0.481
O -3.55 0.04 0.98 -0.969
H -2.93 -0.56 -1.54 0.490
H -1.93 0.56 -1.94 0.485
O -2.78 0.40 -1.51 -1.030
H 1.13 3.01 -2.08 0.465
H 0.53 3.49 -0.68 0.491
O 0.29 3.18 -1.64 -1.012
H 1.00 -0.61 -3.46 0.536
H 1.97 -0.24 -4.77 0.491
O 1.95 -0.52 -3.90 -0.975
H 2.09 -1.46 3.30 0.475
H 1.34 -0.06 3.18 0.516
O 1.22 -1.12 3.12 -1.008
H 1.36 4.63 0.58 0.498
H 0.08 3.86 1.16 0.526
O 0.92 3.80 0.72 -0.940
H 4.52 -0.37 0.85 0.474
H 3.63 -0.66 -0.36 0.521
O 3.63 -0.76 0.69 -0.990
H 2.96 -0.09 -2.84 0.513
H 4.53 0.13 -2.49 0.469
O 3.70 0.14 -2.13 -1.027
H -1.38 -3.02 0.72 0.513
H -0.85 -4.52 0.00 0.503
O -1.37 -3.70 0.00 -1.049



Entry 13:
57
Properties=species:S:1:pos:R:3:nbo_charge:R:1 method="wB97M-V/def2-TZVPD" molar_mass_g_mol=328.3 charge=+1 fmax_ha_per_bohr=0.2899 orbital_gap_ev=9.96 multiplicity=1 e_tot_ha=-1320.12094 e_homo_ev=-12.451 relative_energy_kj_mol=361.9
C -1.35 1.05 -1.42 -0.723
C -0.83 0.12 -0.37 -0.133
C 0.21 0.40 0.37 -0.128
N 0.74 -0.47 1.46 -0.757
H -1.49 2.03 -0.98 0.272
H -0.62 1.24 -2.18 0.234
H -2.32 0.80 -2.09 0.255
H -1.50 -0.82 -0.10 0.238
H 0.74 1.40 0.27 0.217
H 1.70 -0.25 1.57 0.443
H 0.33 -0.31 2.44 0.464
H 0.72 -1.58 1.25 0.492
H -0.79 -3.07 -2.33 0.496
H -1.89 -2.45 -1.37 0.501
O -1.06 -2.86 -1.38 -1.002
H -3.73 3.34 -0.21 0.485
H -2.32 3.16 0.43 0.502
O -3.03 2.67 0.12 -0.985
H 1.76 -3.12 2.75 0.489
H 0.34 -3.40 2.48 0.522
O 0.92 -2.61 2.69 -0.991
H 1.06 2.34 3.28 0.497
H 2.52 2.68 2.86 0.481
O 1.68 2.55 2.55 -0.975
H 0.87 -1.57 -2.79 0.502
H 2.34 -1.92 -2.68 0.468
O 1.50 -2.31 -2.48 -0.968
H -3.29 0.92 -0.44 0.520
H -4.76 0.95 -1.00 0.490
O -3.98 0.40 -0.83 -0.982
H -0.32 4.13 -0.04 0.456
H 0.04 3.53 1.17 0.494
O -0.70 3.73 0.56 -0.921
H 4.62 0.34 1.40 0.498
H 3.69 -0.43 0.44 0.499
O 3.71 0.33 0.97 -0.988
H 0.31 -0.09 4.77 0.508
H -0.74 1.01 4.33 0.492
O 0.08 0.65 4.20 -0.974
H -1.92 -1.39 -3.78 0.479
H -0.93 -0.30 -3.95 0.482
O -1.08 -1.20 -3.49 -0.953
H 1.29 3.26 -3.18 0.480
H 1.50 2.82 -1.65 0.491
O 0.96 3.38 -2.19 -0.984
H -0.36 -3.79 0.17 0.509
H -1.53 -3.46 1.21 0.489
O -0.71 -3.99 1.01 -0.980
H 2.77 1.35 -0.38 0.498
H 3.90 2.47 -0.68 0.492
O 3.07 2.07 -1.06 -0.985
H 2.46 -2.67 -0.43 0.516
H 3.95 -2.81 0.17 0.497
O 3.11 -2.27 0.18 -1.004
H -3.96 -1.22 -0.59 0.508
H -4.21 -2.69 -0.39 0.482
O -3.49 -2.06 -0.62 -1.005